1.
{"formula": "C20H15BaN3O4", "method": "the ωB97M-V functional and the def2-TZVPD basis", "e_above_lowest_kj_mol": 23.24, "total_charge": 0, "homo_ev": -7.563, "orbital_gap_ev": 7.18, "total_energy_ev": -34340.6177, "elements": ["Ba", "O", "C", "N", "C", "O", "C", "C", "C", "C", "C", "N", "C", "C", "C", "C", "C", "N", "H", "H", "H", "H", "H", "H", "H", "H", "C", "C", "O", "C", "C", "C", "C", "C", "C", "O", "H", "H", "H", "H", "H", "H", "H"], "xyz": [[-0.406, -0.468, -1.513], [-1.827, 0.086, 2.527], [-1.217, 0.441, 1.534], [-0.092, -0.083, 0.970], [0.493, -1.149, 1.591], [0.219, -1.665, 2.658], [1.663, -1.745, 0.818], [2.325, -2.814, 1.418], [3.425, -3.366, 0.796], [3.836, -2.828, -0.418], [3.107, -1.785, -0.950], [2.033, -1.244, -0.365], [-1.782, 1.636, 0.774], [-2.810, 2.341, 1.397], [-3.336, 3.456, 0.779], [-2.824, 3.829, -0.458], [-1.826, 3.055, -1.012], [-1.299, 1.975, -0.425], [1.954, -3.177, 2.365], [3.958, -4.194, 1.242], [4.698, -3.212, -0.945], [3.395, -1.356, -1.904], [-3.159, 1.990, 2.357], [-4.127, 4.027, 1.248], [-3.195, 4.697, -0.985], [-1.419, 3.313, -1.984], [-4.920, -1.348, -0.170], [-3.555, -1.782, -0.664], [-2.885, -0.922, -1.264], [-3.126, -3.140, -0.434], [-4.035, -4.087, 0.095], [-3.699, -5.393, 0.303], [-2.391, -5.819, -0.007], [-1.478, -4.937, -0.506], [-1.789, -3.563, -0.739], [-0.860, -2.789, -1.173], [-5.020, -0.276, -0.316], [-5.034, -1.582, 0.888], [-5.706, -1.858, -0.730], [-5.041, -3.773, 0.338], [-4.420, -6.091, 0.704], [-2.112, -6.852, 0.161], [-0.463, -5.237, -0.738]], "forces_ev_per_a": [[0.4, 0.4, -1.1], [0.0, 0.1, -0.1], [-0.1, -0.1, 0.2], [-0.2, -0.1, 0.5], [-0.1, -0.1, 0.2], [0.1, 0.1, -0.1], [0.2, -0.2, 0.1], [0.0, 0.0, 0.0], [0.0, 0.1, -0.1], [0.0, -0.1, 0.1], [-0.1, 0.1, -0.2], [0.2, -0.2, 0.2], [-0.2, 0.2, 0.2], [0.1, 0.0, 0.0], [0.1, 0.0, -0.1], [-0.1, 0.0, 0.1], [0.2, -0.1, -0.2], [-0.3, 0.2, 0.2], [0.0, 0.0, 0.0], [0.0, 0.0, 0.0], [0.0, 0.0, 0.0], [0.0, 0.0, 0.0], [0.0, 0.0, 0.0], [0.0, 0.0, 0.0], [0.0, 0.0, 0.0], [0.0, 0.0, 0.0], [0.1, 0.0, 0.0], [-0.4, 0.2, 0.0], [-0.2, -0.1, 0.1], [0.4, -0.1, -0.1], [-0.1, 0.1, 0.0], [0.1, -0.2, 0.0], [-0.2, 0.1, 0.0], [0.1, 0.1, -0.1], [-0.1, -0.3, 0.2], [-0.1, -0.2, 0.0], [0.0, 0.0, 0.0], [-0.1, 0.0, 0.0], [0.0, 0.0, 0.0], [0.0, 0.0, 0.0], [0.0, 0.0, 0.0], [0.0, 0.0, 0.0], [0.0, 0.0, 0.0]], "mulliken_charge": [1.90, -0.68, 0.33, -0.51, 0.24, -0.66, 0.56, -0.48, -0.37, -0.54, -0.30, -0.35, 0.57, -0.50, -0.35, -0.54, -0.33, -0.31, 0.48, 0.43, 0.38, 0.36, 0.49, 0.44, 0.37, 0.37, -1.60, 1.37, -0.72, -0.08, -0.52, -0.79, -0.39, -0.66, 0.57, -0.83, 0.33, 0.40, 0.46, 0.32, 0.38, 0.38, 0.40]}


2.
{"formula": "C20H15ClF3N5", "method": "the ωB97M-V functional and the def2-TZVPD basis", "e_above_lowest_kj_mol": 0.00, "total_charge": 0, "homo_ev": -8.233, "orbital_gap_ev": 8.77, "total_energy_ev": -49110.3959, "smiles": "FC(F)(F)c1ccc(CNc2ccc(Cc3c[nH]c4ncc(Cl)cc34)cn2)cn1", "elements": ["F", "C", "F", "F", "C", "N", "C", "C", "C", "C", "H", "H", "C", "N", "C", "N", "C", "C", "C", "C", "H", "H", "C", "C", "C", "N", "C", "N", "C", "C", "C", "C", "H", "Cl", "H", "H", "H", "H", "H", "H", "H", "H", "H", "H"], "xyz": [[-4.236, -3.375, 0.585], [-4.973, -2.351, 0.124], [-5.236, -2.626, -1.163], [-6.142, -2.405, 0.777], [-4.280, -1.020, 0.292], [-4.990, 0.028, -0.093], [-4.443, 1.223, 0.011], [-3.159, 1.442, 0.508], [-2.428, 0.330, 0.913], [-2.992, -0.933, 0.805], [-2.454, -1.817, 1.106], [-1.428, 0.459, 1.296], [-2.542, 2.815, 0.512], [-1.710, 3.004, -0.660], [-0.434, 2.512, -0.700], [0.126, 2.159, 0.456], [1.381, 1.748, 0.453], [2.166, 1.641, -0.685], [1.572, 2.001, -1.894], [0.268, 2.442, -1.911], [-0.215, 2.728, -2.835], [2.133, 1.932, -2.815], [3.589, 1.152, -0.607], [3.700, -0.057, 0.263], [4.351, -0.172, 1.458], [4.203, -1.437, 1.968], [3.445, -2.165, 1.109], [3.082, -3.430, 1.257], [2.337, -3.930, 0.292], [1.933, -3.195, -0.830], [2.307, -1.874, -0.992], [3.098, -1.326, 0.013], [1.996, -1.302, -1.853], [0.948, -3.966, -2.026], [2.039, -4.962, 0.407], [4.590, -1.780, 2.829], [4.920, 0.568, 1.988], [4.226, 1.943, -0.202], [3.943, 0.917, -1.614], [1.778, 1.477, 1.424], [-2.197, 3.038, -1.544], [-1.891, 2.935, 1.380], [-3.315, 3.585, 0.513], [-5.064, 2.045, -0.317]], "forces_ev_per_a": [[0.3, 0.0, 0.1], [-0.2, -0.4, -0.1], [0.0, 0.2, -0.1], [-0.1, 0.2, 0.1], [0.3, 0.0, 0.1], [-0.4, -0.4, -0.1], [0.3, 0.1, 0.1], [0.0, -0.2, 0.1], [-0.2, -0.1, 0.0], [-0.2, 0.1, -0.1], [0.0, -0.1, 0.0], [0.1, 0.0, 0.1], [0.0, -0.1, 0.1], [-0.3, 0.3, -0.3], [0.5, 0.0, 0.0], [-0.5, 0.2, 0.0], [0.4, -0.1, -0.2], [-0.1, 0.1, -0.1], [-0.2, 0.0, 0.3], [0.0, -0.1, 0.0], [0.0, 0.0, -0.1], [0.1, 0.0, -0.1], [0.0, 0.0, 0.2], [0.3, 0.1, 0.2], [-0.1, 0.2, -0.3], [0.2, 0.0, 0.3], [-0.5, -0.1, -0.8], [0.3, 0.1, 0.4], [-0.1, 0.0, -0.1], [0.1, 0.2, 0.0], [0.0, -0.2, 0.2], [0.1, -0.4, 0.4], [-0.1, 0.0, -0.1], [-0.1, -0.1, -0.1], [-0.1, -0.1, -0.1], [0.0, 0.0, 0.0], [0.1, 0.1, 0.1], [0.1, 0.0, -0.1], [0.1, 0.1, 0.0], [0.1, -0.1, 0.0], [0.1, 0.0, 0.1], [-0.2, 0.1, 0.0], [0.1, 0.0, 0.1], [0.0, 0.2, 0.0]], "nbo_charge": [-0.33, 0.96, -0.32, -0.32, 0.08, -0.39, 0.04, -0.07, -0.17, -0.21, 0.24, 0.24, -0.25, -0.58, 0.38, -0.50, 0.07, -0.10, -0.15, -0.28, 0.21, 0.21, -0.43, -0.08, -0.01, -0.53, 0.33, -0.42, 0.02, -0.11, -0.17, -0.12, 0.23, 0.01, 0.20, 0.42, 0.21, 0.22, 0.22, 0.19, 0.39, 0.24, 0.21, 0.19]}


3.
{"formula": "C20H15ClIrN2O7S", "method": "the ωB97M-V functional and the def2-TZVPD basis", "e_above_lowest_kj_mol": 85.04, "total_charge": -1, "homo_ev": -5.187, "orbital_gap_ev": 7.97, "total_energy_ev": -64489.3100, "elements": ["Ir", "S", "C", "C", "C", "C", "C", "N", "H", "H", "H", "H", "O", "C", "C", "O", "O", "C", "C", "C", "C", "C", "C", "C", "C", "C", "C", "C", "C", "H", "H", "H", "H", "H", "H", "H", "H", "H", "H", "H", "N", "C", "O", "Cl", "O", "O", "O"], "xyz": [[-0.146, 0.160, -0.192], [2.652, -1.335, 1.098], [1.572, -0.561, 2.192], [1.906, -0.508, 3.567], [1.069, 0.071, 4.480], [-0.144, 0.616, 4.048], [-0.428, 0.559, 2.712], [0.401, 0.005, 1.800], [2.845, -0.953, 3.861], [1.343, 0.098, 5.527], [-0.846, 1.075, 4.728], [-1.346, 0.968, 2.317], [0.490, -1.677, -0.773], [0.526, -1.874, -2.215], [-0.015, -0.600, -2.936], [0.042, -0.558, -4.146], [-0.503, 0.331, -2.180], [-0.399, -3.033, -2.558], [-0.467, -3.481, -3.876], [-1.307, -4.528, -4.215], [-2.095, -5.135, -3.244], [-2.037, -4.684, -1.937], [-1.190, -3.636, -1.591], [1.981, -2.114, -2.582], [2.832, -1.019, -2.718], [4.185, -1.208, -2.943], [4.703, -2.493, -3.033], [3.863, -3.585, -2.891], [2.506, -3.396, -2.662], [1.401, -1.732, -0.290], [0.133, -2.992, -4.632], [-1.352, -4.867, -5.242], [-2.757, -5.950, -3.511], [-2.658, -5.135, -1.173], [-1.166, -3.281, -0.572], [2.436, -0.013, -2.642], [4.836, -0.349, -3.042], [5.762, -2.640, -3.209], [4.261, -4.590, -2.951], [1.854, -4.252, -2.544], [-2.893, -1.069, 0.496], [-1.862, -0.615, 0.238], [0.966, 3.850, -0.736], [0.938, 2.700, 0.084], [1.466, 2.943, 1.376], [1.616, 1.558, -0.555], [-0.489, 2.207, 0.211]], "forces_ev_per_a": [[0.4, 0.3, 0.2], [0.0, 0.0, 0.0], [0.0, 0.0, 0.0], [0.0, 0.0, 0.0], [0.0, 0.0, 0.0], [0.0, 0.0, 0.0], [0.0, 0.0, 0.0], [0.0, 0.0, 0.0], [0.0, 0.0, 0.0], [0.0, 0.0, 0.0], [0.0, 0.0, 0.0], [0.0, 0.0, 0.0], [-0.3, -0.1, -0.1], [0.0, 0.0, 0.0], [0.0, 0.0, 0.0], [0.0, 0.0, 0.0], [0.0, 0.0, 0.0], [0.0, 0.0, 0.0], [0.0, 0.0, 0.0], [0.0, 0.0, 0.0], [0.0, 0.0, 0.0], [0.0, 0.0, 0.0], [0.0, 0.0, 0.0], [0.0, 0.1, 0.0], [0.0, 0.0, 0.0], [0.0, 0.0, 0.0], [0.0, 0.0, 0.0], [0.0, 0.0, 0.0], [0.0, 0.0, 0.0], [0.1, 0.0, 0.0], [0.0, 0.0, 0.0], [0.0, 0.0, 0.0], [0.0, 0.0, 0.0], [0.0, 0.0, 0.0], [0.0, 0.0, 0.0], [0.0, 0.0, 0.0], [0.0, 0.0, 0.0], [0.0, 0.0, 0.0], [0.0, 0.0, 0.0], [0.0, 0.0, 0.0], [0.0, 0.0, 0.1], [-0.1, -0.1, -0.2], [0.0, 0.0, 0.0], [-0.1, 0.1, 0.0], [0.0, 0.0, 0.0], [0.0, 0.0, 0.0], [0.0, -0.1, -0.1]], "nbo_charge": [1.13, -0.32, 0.10, -0.27, -0.15, -0.29, 0.07, -0.50, 0.23, 0.21, 0.22, 0.22, -0.73, 0.07, 0.78, -0.64, -0.69, -0.06, -0.19, -0.22, -0.22, -0.23, -0.14, 0.04, -0.19, -0.21, -0.20, -0.22, -0.21, 0.49, 0.24, 0.20, 0.20, 0.21, 0.23, 0.23, 0.21, 0.20, 0.21, 0.22, -0.50, 0.10, -0.77, 2.53, -0.78, -0.82, -0.79]}